1.
10
Properties=species:S:1:pos:R:3:mulliken_charge:R:1 method="wB97M-V/def2-TZVPD" multiplicity=1 orbital_gap_ev=9.4 lumo_energy_ev=-0.50 e_homo_ev=-9.85
C 0.27 0.40 -0.31 0.00
N 0.31 -0.73 0.51 -0.45
N -0.38 1.48 -0.14 -0.47
O -0.99 2.47 -3.32 -0.35
O -3.12 3.50 -2.52 -0.41
S -1.66 3.36 -2.44 0.73
H 0.95 0.45 -1.12 0.35
H 0.41 -1.69 0.02 0.23
H -0.14 -0.62 1.40 0.21
H -0.93 1.32 0.71 0.15


2.
10
Properties=species:S:1:pos:R:3:mulliken_spin:R:1 method="wB97M-V/def2-TZVPD" multiplicity=3 orbital_gap_ev="5.9 / 7.3" lumo_energy_ev="0.59 / -2.92" e_homo_ev="-5.36 / -10.20"
C -0.26 0.08 1.13 0.01
N -1.48 0.02 0.51 0.02
N 0.83 -0.29 0.25 0.35
O -0.12 0.50 2.27 0.02
O 0.62 0.26 -1.12 0.09
S 2.47 0.13 0.74 1.50
H -1.57 -0.42 -0.42 0.00
H -2.43 0.12 1.01 0.00
H 1.22 1.14 -1.06 0.03
H 2.15 1.16 1.71 -0.01


3.
10
Properties=species:S:1:pos:R:3:mulliken_charge:R:1 method="wB97M-V/def2-TZVPD" multiplicity=1 orbital_gap_ev=10.3 lumo_energy_ev=0.44 e_homo_ev=-9.82 smiles="N[C@@H](O)[N+](=O)[O-]"
N 0.21 -0.12 0.92 -0.49
C -0.50 0.74 0.01 0.14
O 0.03 0.74 -1.26 -0.49
N -1.93 -0.04 -0.02 0.91
O -2.45 0.04 -1.08 -0.59
O -2.39 -0.59 0.97 -0.55
H -0.02 0.18 1.84 0.22
H 1.21 -0.42 0.85 0.22
H -0.78 1.70 0.56 0.26
H -0.57 1.20 -1.86 0.36


4.
9
Properties=species:S:1:pos:R:3:mulliken_charge:R:1 method="wB97M-V/def2-TZVPD" multiplicity=1 orbital_gap_ev=7.7 lumo_energy_ev=-1.17 e_homo_ev=-8.84
C 0.40 -0.07 -0.04 0.17
H 1.37 1.68 -0.03 0.26
H -0.11 1.65 -1.23 0.32
H -1.48 0.19 0.74 0.30
H -0.41 -1.99 1.14 0.25
N 0.48 1.37 -0.02 -0.64
N -0.86 -0.25 -0.08 0.01
O -1.04 -1.50 -0.34 -0.43
S 1.63 -1.08 -0.14 -0.22


5.
9
Properties=species:S:1:pos:R:3:mulliken_charge:R:1 method="wB97M-V/def2-TZVPD" multiplicity=1 orbital_gap_ev=9.9 lumo_energy_ev=0.80 e_homo_ev=-9.13 smiles="[H]/N=C/SON"
H 2.14 -2.16 1.48 0.25
N 1.36 -1.60 1.90 -0.55
C 0.68 -0.93 1.12 0.13
S -1.03 -0.45 1.52 0.06
O -1.47 -0.15 0.00 -0.28
N -1.25 1.24 -0.58 -0.39
H 0.73 -0.73 -0.01 0.26
H -1.49 1.24 -1.54 0.25
H -1.94 1.70 0.02 0.28


6.
9
Properties=species:S:1:pos:R:3:mulliken_charge:R:1 method="wB97M-V/def2-TZVPD" multiplicity=1 orbital_gap_ev=9.4 lumo_energy_ev=0.80 e_homo_ev=-8.60
O 1.22 -1.12 0.13 -0.36
N 1.78 0.12 -0.17 -0.41
C 0.88 1.02 -0.08 0.19
N -0.47 0.88 0.24 -0.31
S -1.58 -0.31 -0.14 -0.13
H 1.98 -1.72 0.08 0.34
H 1.22 2.11 -0.19 0.26
H -0.94 1.72 0.58 0.28
H -1.21 -1.27 0.74 0.12


7.
9
Properties=species:S:1:pos:R:3:mulliken_charge:R:1 method="wB97M-V/def2-TZVPD" multiplicity=1 orbital_gap_ev=9.9 lumo_energy_ev=0.63 e_homo_ev=-9.31 smiles="N=C=O.NS"
N 0.17 1.48 3.11 -0.43
C -0.68 1.40 2.28 0.58
O -1.63 1.48 1.64 -0.40
H 1.12 1.18 3.19 0.27
N -1.20 -0.54 -1.40 -0.46
S -0.51 -0.99 0.07 -0.18
H -0.88 -1.08 -2.19 0.25
H -1.17 0.46 -1.58 0.25
H 0.80 -0.66 -0.10 0.12


8.
9
Properties=species:S:1:pos:R:3:mulliken_charge:R:1 method="wB97M-V/def2-TZVPD" multiplicity=1 orbital_gap_ev=9.4 lumo_energy_ev=0.46 e_homo_ev=-8.89
C -0.06 0.28 0.07 0.35
N -0.93 -0.24 -0.86 -0.53
N 0.97 -0.42 0.65 -0.46
P -1.71 0.85 0.24 -0.03
P 1.66 1.02 -0.18 0.00
H -0.86 0.17 -1.87 0.29
H 0.98 -0.60 2.00 0.28
H -2.30 -0.06 1.04 0.03
H 1.84 0.14 -1.19 0.06


9.
8
Properties=species:S:1:pos:R:3:mulliken_charge:R:1 method="wB97M-V/def2-TZVPD" multiplicity=1 orbital_gap_ev="7.8 / 8.0" lumo_energy_ev="0.61 / 0.66" e_homo_ev="-7.21 / -7.31"
C -1.38 -0.04 0.73 -0.44
N -0.14 -0.23 0.28 0.16
N 0.42 0.12 -0.90 -0.52
S 2.11 0.31 -0.81 -0.17
H -2.11 0.12 0.02 0.30
H -1.75 -0.34 1.78 0.22
H 0.49 -0.31 1.08 0.28
H 2.36 0.36 -2.17 0.17


10.
8
Properties=species:S:1:pos:R:3:mulliken_charge:R:1 method="wB97M-V/def2-TZVPD" multiplicity=1 orbital_gap_ev=9.2 lumo_energy_ev=-0.10 e_homo_ev=-9.34
C 1.31 0.29 -0.29 0.10
H -1.09 0.86 1.19 0.10
H 0.97 -1.44 1.09 0.32
H 2.38 -0.06 -0.29 0.30
H 0.19 1.83 -0.59 0.25
N 0.35 -0.69 0.12 -0.38
N 1.14 1.53 -0.46 -0.54
S -1.29 -0.55 0.17 -0.14


Record order is preserved below.
F_max: 0.05371 0.10019 0.05140 0.14535 0.07307 0.03315 0.02238 0.12416 0.05012 0.11261 hartree/bohr